ORCA calculation (ωB97M-V with the def2-TZVPD basis set) on 2 unconnected molecules or ions with the total composition C2H5NO.

ΔE to the lowest compared entry with this formula, charge and spin	37.8	kcal/mol
structure (SMILES)	CN=C=O.[H][H]
highest occupied orbital energy	-10.449	eV

Geometry (Å):
N  -0.001  -0.324  0.041
C  -0.279  -1.344  0.614
O  -0.594  -2.266  1.272
H  -0.787  1.389  1.750
H  0.613  1.191  -1.226
H  1.601  -0.280  -1.307
C  0.581  0.100  -1.204
H  -1.156  1.703  2.314
H  -0.018  -0.248  -2.051

Charges per atom according to Löwdin partitioning, unit e: 0.04 -0.34 0.14 0.00 0.07 0.08 -0.10 0.03 0.08



ORCA calculation (ωB97M-V with the def2-TZVPD basis set) on 10 unconnected molecules or ions with the total composition C12H30FN9O21 in a non-equilibrium geometry.

ΔE to the lowest compared entry with this formula, charge and spin	0.0	kcal/mol
highest occupied orbital energy (alpha / beta)	-12.673 / -12.673	eV
multiplicity	2
net charge	+1

Geometry (Å):
C  -1.723  -0.822  4.208
O  4.663  0.553  2.174
O  -2.875  -0.715  0.056
N  4.551  1.731  -3.143
O  -2.868  4.701  1.794
C  3.811  2.690  -2.201
C  -1.717  -0.477  -0.343
H  2.636  -0.304  3.819
O  -1.063  0.623  -0.024
O  -6.257  -0.743  -3.633
H  -2.517  -0.596  3.496
H  2.710  -3.991  2.863
O  1.773  -3.716  0.710
H  4.028  -3.417  -3.943
H  4.278  -3.516  2.256
H  -2.517  2.905  0.121
C  0.440  3.642  0.970
C  3.255  -3.169  2.399
H  -0.166  3.288  0.136
N  3.555  0.991  2.468
H  3.980  0.740  4.484
C  -3.491  2.787  0.596
O  5.098  0.756  -2.596
O  2.899  1.610  1.732
H  2.749  2.545  -2.400
O  -4.875  -4.418  -2.000
N  -3.806  3.953  1.531
H  2.373  1.486  4.048
H  3.142  -2.797  -2.514
O  2.618  4.538  1.093
O  0.180  -0.620  2.914
N  2.933  -1.740  -4.387
H  4.150  2.650  -1.166
N  -5.344  -0.302  -2.898
O  -0.269  0.945  4.391
O  1.099  5.507  -0.159
C  -4.022  -0.932  -3.072
H  -2.129  -0.518  5.172
C  3.089  0.686  3.858
O  -0.999  -1.277  -1.106
O  3.449  -1.307  -5.372
H  -4.015  -3.721  0.944
N  -0.522  -0.114  3.798
N  1.492  4.589  0.575
H  -4.063  -1.997  -2.846
H  3.349  -2.279  3.022
N  -5.022  -4.451  -0.775
C  0.184  -0.518  -1.577
O  -5.449  0.581  -2.051
H  -3.743  -0.748  -4.110
H  -1.677  -1.910  4.146
O  -5.593  -5.295  -0.097
H  0.779  2.801  1.574
H  1.006  -1.194  -1.812
C  0.313  0.372  -0.382
F  0.866  1.510  -0.749
H  -3.577  -2.991  -0.635
C  3.705  -2.524  -3.406
H  4.536  -1.911  -3.059
C  -4.385  -3.404  -0.031
O  4.513  1.890  -4.349
H  -3.350  -0.421  -2.383
H  0.046  0.111  -2.456
O  1.759  -1.636  -4.144
N  2.553  -2.879  1.106
H  -0.295  4.158  1.589
H  -5.032  -2.559  0.203
O  2.785  -1.768  0.632
H  -4.340  2.788  -0.088
H  4.109  3.654  -2.613
H  -3.556  1.887  1.206
H  0.787  -0.027  0.515
O  -4.987  4.057  1.917

Charges per atom according to Löwdin partitioning, unit e: 0.04 0.04 0.10 -0.26 0.05 0.16 -0.58 0.07 0.13 0.06 0.11 0.10 0.10 0.12 0.11 0.07 0.01 0.06 0.08 -0.46 0.11 0.06 0.40 0.07 0.13 0.06 -0.41 0.09 0.09 0.05 0.03 -0.47 0.13 -0.41 0.08 0.06 0.04 0.11 0.07 0.10 0.10 0.10 -0.40 -0.40 0.09 0.08 -0.43 0.01 0.05 0.11 0.11 0.08 0.08 0.12 -0.33 0.07 0.07 0.05 0.08 0.00 0.27 0.07 0.15 0.07 -0.42 0.10 0.11 0.02 0.10 0.14 0.09 0.14 0.06



ORCA calculation (ωB97M-V with the def2-TZVPD basis set) on 8 unconnected molecules or ions with the total composition C32H84N4O15 in a non-equilibrium geometry.

structure (SMILES)	COCCNCCOC.COCCNCCOC.COCCNCCOC.COCCNCCOC.OCCO.OCCO.OCCO.CCO
highest occupied orbital energy	-8.329	eV

Geometry (Å):
H  9.247  17.086  10.762
H  14.115  18.715  20.045
C  15.332  14.094  14.867
H  7.927  19.678  17.945
O  13.463  23.214  16.913
C  8.266  20.058  17.021
C  11.205  17.423  15.178
H  11.596  22.477  17.541
H  14.254  10.601  12.166
H  12.986  22.458  8.228
C  15.917  16.069  13.764
C  12.854  23.947  15.886
C  12.483  23.013  17.933
H  13.454  23.820  15.009
H  11.451  15.894  17.382
H  13.850  8.801  13.725
H  12.531  22.680  20.012
H  10.830  22.914  11.150
H  10.621  17.132  8.524
H  7.515  20.763  16.701
H  10.206  13.548  9.870
C  16.807  19.573  13.770
H  10.173  17.192  15.185
H  13.738  21.127  12.245
N  14.838  12.098  13.613
C  11.982  16.270  14.534
H  11.112  21.935  13.318
C  14.479  20.289  18.711
H  14.741  12.374  15.688
H  9.370  21.478  18.126
O  15.410  19.464  13.490
H  17.292  19.040  12.964
H  14.100  22.682  19.297
H  9.446  15.023  12.782
H  14.933  20.913  14.901
H  12.949  16.195  14.972
H  11.105  14.963  9.235
C  11.768  21.561  12.476
H  6.193  15.171  14.026
H  15.570  9.313  13.860
H  8.036  18.158  16.326
O  11.556  16.341  20.355
O  10.463  19.014  10.468
H  13.091  11.043  13.399
H  12.028  16.371  13.466
H  12.316  23.582  11.655
O  11.484  17.569  16.615
C  14.739  8.742  16.283
C  9.091  15.288  9.791
O  15.135  14.903  13.737
O  8.810  15.039  13.521
H  7.830  15.603  15.806
N  8.967  16.729  9.826
N  13.086  21.303  13.025
C  11.855  22.620  11.349
O  13.984  18.062  18.157
H  16.972  15.849  13.729
C  14.463  16.765  17.992
C  13.079  22.267  19.163
H  9.970  21.350  16.476
H  14.175  7.843  16.088
H  15.740  18.612  19.207
C  11.999  14.271  11.632
H  12.107  23.948  18.290
C  6.785  16.102  14.238
H  14.518  19.283  15.367
H  14.408  16.091  18.804
O  10.841  14.982  11.271
H  15.809  8.514  16.174
O  8.433  19.034  16.036
C  11.827  18.731  10.417
H  17.160  20.577  13.903
C  9.624  17.478  8.805
H  12.233  14.512  12.658
H  11.307  18.354  14.623
H  10.885  14.344  20.420
H  13.208  23.886  9.366
H  15.077  12.716  12.846
H  12.789  14.769  11.066
H  12.560  19.343  13.598
H  10.757  19.208  17.231
C  9.571  20.784  17.319
H  6.135  16.953  14.069
C  10.156  15.335  18.657
H  11.625  23.397  8.783
H  11.851  23.545  15.642
H  8.400  17.003  13.071
H  9.022  17.433  7.884
O  12.504  22.061  10.192
C  9.824  18.910  9.236
C  14.488  12.903  14.793
H  12.554  20.578  14.858
H  9.701  15.539  20.738
O  14.373  9.860  15.476
C  13.137  20.221  14.002
H  12.276  19.240  9.614
H  11.912  13.248  11.331
H  7.386  15.887  12.235
H  14.573  9.097  17.256
H  16.353  13.778  14.882
H  9.471  14.509  18.441
H  12.211  19.183  11.304
H  12.763  25.023  16.104
H  12.352  17.896  16.835
C  12.590  23.021  9.102
C  10.590  15.342  20.113
H  15.510  16.879  17.731
H  8.771  14.799  8.872
H  14.599  20.506  17.601
C  14.572  19.961  14.511
H  8.325  14.981  10.497
H  15.733  16.596  12.842
C  14.654  18.881  19.161
H  9.651  16.254  18.363
H  13.367  13.116  14.879
H  8.887  19.455  9.284
H  11.387  15.335  14.824
H  17.076  19.013  14.667
C  14.158  10.854  13.232
C  14.525  9.642  14.076
H  15.303  20.835  19.236
H  10.515  19.399  8.462
N  13.175  20.811  19.133
C  7.899  16.094  13.232
H  15.124  14.677  15.751
H  11.331  20.612  12.110
H  12.256  16.212  19.708
H  15.633  16.712  14.562
C  10.400  14.641  9.998
H  12.143  17.678  10.433
O  10.522  19.906  17.884
O  7.247  16.358  15.576
O  11.335  15.064  17.869
H  13.899  16.411  17.137
H  12.511  20.444  18.506

Here are the Löwdin charges for atoms 1 to 99, given in e: 0.11 0.11 -0.25 0.11 -0.18 -0.23 -0.22 0.10 0.12 0.09 -0.10 -0.14 -0.21 0.07 0.02 0.13 0.10 0.11 0.11 0.11 0.14 -0.10 0.08 0.12 -0.05 -0.05 0.13 -0.21 0.10 0.12 -0.19 0.09 0.12 0.06 0.12 0.05 0.12 -0.20 0.14 0.12 0.09 -0.05 -0.19 0.11 0.06 0.12 -0.10 -0.10 -0.22 -0.19 -0.07 0.10 -0.04 -0.07 -0.21 -0.23 0.09 -0.12 -0.18 0.10 0.08 0.14 -0.08 0.11 -0.22 0.11 0.08 -0.21 0.09 -0.08 -0.10 0.08 -0.24 0.06 0.09 0.11 0.08 0.10 0.10 0.10 0.06 -0.25 0.12 -0.22 0.07 0.08 0.10 0.13 -0.21 -0.23 -0.21 0.11 0.12 -0.20 -0.20 0.08 0.09 0.12 0.07



ORCA calculation (ωB97M-V with the def2-TZVPD basis set) on a molecular structure, C43H52N6O3Tl in a non-equilibrium geometry.

ΔE to the lowest compared entry with this formula, charge and spin	138.6	kcal/mol
highest occupied orbital energy	-3.388	eV
net charge	-1

Geometry (Å):
H  -0.015  -2.098  -7.338
H  -3.100  -5.017  -1.851
H  4.425  -1.027  0.705
C  -5.082  -4.842  -0.973
Tl  0.871  -0.366  -0.877
C  -2.680  -1.076  -1.579
C  -6.090  0.076  -2.451
N  -1.696  -0.942  -0.941
C  4.845  -0.434  -0.118
C  0.006  0.634  -4.587
C  4.855  0.626  4.060
C  3.605  0.268  4.741
C  -5.786  -4.602  0.174
H  -7.109  0.118  -2.086
H  3.387  -1.790  3.867
C  2.282  3.902  -0.151
O  -6.170  -0.453  -3.896
C  1.051  4.424  0.098
C  0.328  3.444  0.846
H  -0.655  4.512  2.816
H  7.607  -0.213  -1.233
C  6.089  0.393  1.970
C  -0.126  3.097  -4.058
C  -3.580  -2.983  3.363
O  0.041  1.543  -2.244
N  1.113  2.429  1.307
C  -4.825  -0.592  -4.380
H  -2.276  4.780  -0.481
H  7.556  -1.335  0.061
H  4.321  2.338  0.230
H  5.996  1.350  0.166
H  2.595  -0.561  2.943
H  8.246  0.484  4.582
H  -1.555  1.344  1.173
H  -5.278  -3.065  4.516
H  5.949  0.580  5.894
H  -5.508  -5.437  -1.759
C  0.431  -1.705  -5.262
H  2.899  1.117  4.579
H  -6.548  -4.527  3.022
C  7.208  0.150  2.757
H  -4.694  -2.604  -3.475
N  -1.609  -2.992  1.886
N  -2.919  -4.347  0.046
H  -1.157  -2.119  2.261
C  -5.051  -4.299  1.390
C  -0.668  -0.185  -6.803
H  0.601  5.285  -0.395
C  -5.205  -0.716  -1.439
H  0.100  3.829  -3.307
H  1.889  -1.115  4.443
C  -3.624  -4.085  1.186
O  1.207  -0.964  -3.172
H  -3.029  3.271  -0.152
C  -0.656  0.785  -5.800
C  7.261  0.372  4.130
H  4.078  0.256  -0.384
H  -4.277  0.365  -4.204
H  8.327  0.081  0.399
C  -2.876  -3.351  2.188
H  0.820  -2.664  -5.030
H  -2.418  4.657  2.444
C  3.757  -0.070  6.275
C  0.590  -0.715  -4.292
H  2.857  -0.523  6.672
H  8.103  -0.337  2.326
C  2.313  2.716  0.689
C  -5.580  -4.130  2.672
H  -4.926  -0.040  -0.607
H  -4.908  -0.950  -5.415
H  -3.118  -2.360  4.128
H  -5.774  1.160  -2.569
H  -2.652  2.208  2.135
C  6.112  0.314  0.427
H  0.630  3.223  -4.885
C  -0.058  -1.430  -6.514
N  -3.892  -1.132  -2.142
C  4.934  0.923  2.628
C  -1.576  2.193  1.808
H  3.105  4.329  -0.729
C  7.436  -0.277  -0.113
C  -2.043  3.765  -0.263
C  -3.664  -4.732  -1.007
C  6.049  0.599  4.811
H  -1.167  3.251  -4.354
H  -5.782  -1.588  -1.168
H  -3.123  -1.982  -3.950
C  -4.081  -1.646  -3.528
H  -1.052  2.114  2.792
H  -1.165  -3.263  1.047
C  -1.223  3.512  1.042
H  -0.883  1.836  -6.098
C  -1.458  4.724  2.012
H  5.191  -1.154  -0.923
C  -0.009  1.716  -3.487
H  4.630  -0.716  6.371
N  3.818  1.431  2.100
C  2.864  -0.839  3.992
C  3.610  2.124  1.030
H  4.010  0.862  6.803
C  -4.896  -3.366  3.572
H  -1.417  3.281  -1.015
H  -1.113  -0.034  -7.761
H  -6.895  -4.675  0.171
H  -1.280  5.678  1.496

Here are the Löwdin charges for atoms 1 to 99, given in e: 0.08 0.09 0.08 -0.09 0.85 -0.23 -0.12 0.09 -0.06 -0.08 -0.14 -0.37 -0.02 0.11 0.07 -0.08 -0.17 -0.11 -0.31 0.11 0.09 -0.12 -0.03 -0.04 -0.14 0.12 -0.20 0.05 0.06 0.10 0.10 0.07 0.09 0.03 0.09 0.08 0.09 -0.05 0.14 0.11 -0.09 0.13 0.13 0.12 0.14 -0.15 -0.12 0.09 -0.06 0.07 0.07 -0.16 -0.31 0.07 -0.09 -0.11 0.01 0.13 0.05 -0.25 0.10 0.04 -0.07 -0.37 0.06 0.10 -0.35 -0.09 0.14 0.13 0.11 0.13 0.07 -0.33 0.11 -0.10 -0.08 -0.20 -0.08 0.09 -0.10 -0.04 -0.13 -0.06 0.09 0.10 0.13 -0.12 0.09 0.06 -0.50 0.11 -0.07 0.09 -0.33 0.06 0.10 -0.09 -0.11